{"formula": "C2H4N2S", "method": "ωB97M-V/def2-TZVPD", "symbols": ["C", "C", "N", "N", "S", "H", "H", "H", "H"], "xyz": [[-0.03, -1.28, 0.00], [-0.03, 1.28, 0.00], [-1.28, -0.60, 0.00], [-1.28, 0.60, 0.00], [1.30, 0.00, 0.00], [0.04, -1.91, 0.89], [0.04, -1.91, -0.89], [0.04, 1.91, -0.89], [0.04, 1.91, 0.89]], "nbo_charge": [-0.41, -0.41, -0.09, -0.09, 0.09, 0.23, 0.23, 0.23, 0.23], "total_energy_ev": -15952.7872, "e_lumo_ev": 0.95, "homo_lumo_gap_ev": 9.9839, "multiplicity": 1, "homo_energy_ev": -9.035}